Molecular formula: C13H11Cl3F3N3
Method: DFT, wB97M-V/def2-TZVPD

ORCA input file:
```
! RIJCOSX wB97M-V def2-TZVPD def2/J DEFGRID3
* xyz 0 1
C 1.2760 4.9541 0.4113
C 1.3166 4.0000 1.6800
C 0.2101 2.9933 1.8480
C 0.0728 2.0132 0.7233
N -0.1070 2.2341 -0.6345
N -0.3646 1.1640 -1.2456
N -0.1043 0.1592 -0.4394
C -0.3216 -1.1534 -0.7470
C -1.6013 -1.7427 -0.6331
Cl -2.8724 -0.9739 0.2985
C -1.8815 -3.0004 -1.1280
C -0.9140 -3.7547 -1.7583
C -1.2580 -5.2304 -2.1965
F -2.0854 -5.2444 -3.3039
F -0.1553 -5.9258 -2.5431
F -1.7860 -5.7456 -1.1117
C 0.3421 -3.2218 -1.9753
C 0.6403 -2.0003 -1.4349
Cl 2.2519 -1.4363 -1.5842
C 0.1524 0.6606 0.8445
C 0.2547 -0.1097 2.1401
Cl 1.7343 -1.0489 1.9563
H 2.0921 5.6956 0.5660
H 1.4472 4.3506 -0.5159
H 0.3992 5.5081 0.3008
H 1.3868 4.6303 2.5996
H 2.2968 3.5117 1.5512
H -0.6476 3.5762 1.9139
H 0.3981 2.6154 2.7464
H -2.8815 -3.3646 -0.9960
H 1.1228 -3.7887 -2.4260
H -0.5744 -0.7383 2.0486
H 0.1608 0.4135 3.0448
*
```

Summary:
E_HOMO = -9.603 eV
SMILES string = CCCc1nnn(-c2c(Cl)cc(C(F)(F)F)cc2Cl)c1CCl
DFT total energy = -63848.0398 eV
gap between HOMO and LUMO = 0.348 Eh
energy above the lowest of the compared OMol25 structures with the same formula, charge and spin = 16.2 kJ/mol